1.
Formula: C15H30FNOP2Pb
Source: OMol25
Level of theory: ωB97M-V with the def2-TZVPD basis set

Summary:
Multiplicity: 1
Energy relative to the best compared isomer or geometry (same formula, charge and spin), kcal/mol: 0.0
HOMO-LUMO gap (spin up / spin down), Ha: 0.1838 / 0.1817
E_HOMO (spin up / spin down), eV: -6.21 / -6.17
Lowest unoccupied orbital energy (spin up / spin down), eV: -1.2104 / -1.2243

The geometry in XYZ format:
```
51
Properties=species:S:1:pos:R:3:forces:R:3
Pb 0.582 0.773 -0.524 0.556 -0.689 0.808
P 0.865 1.841 2.256 0.557 -1.087 -0.784
P -1.367 -1.160 -1.949 -0.130 -0.905 0.130
F -0.229 2.683 0.715 -0.600 0.612 -0.461
O -2.728 1.061 0.223 -1.048 1.802 -0.598
N 1.585 -0.920 0.369 -2.004 1.822 0.764
C -0.605 -2.827 -2.056 -0.033 -0.059 -0.049
C -3.121 -1.679 -1.892 -0.233 -0.041 -0.049
C 2.502 -1.830 0.158 1.555 -1.313 -1.251
C 2.453 -3.001 1.008 -0.276 0.485 -0.128
C 3.436 -3.964 0.954 0.625 0.217 -0.441
C -4.204 2.931 0.666 -0.061 -0.316 0.361
C 3.574 -1.769 -0.808 -0.453 -0.115 0.568
C 1.914 3.340 2.181 -0.175 -0.047 -0.279
C -3.281 2.092 -0.183 0.910 -1.394 0.612
C 4.511 -3.836 0.055 0.065 -0.106 -0.119
C 2.007 0.627 3.040 0.210 0.106 0.497
C -0.295 2.203 3.624 -0.261 0.016 -0.324
C -3.098 2.562 -1.602 -0.159 -0.003 -0.218
C 4.549 -2.751 -0.837 -0.034 -0.536 0.452
C -1.339 -0.735 -3.737 0.043 0.077 0.030
H -3.859 3.967 0.738 0.044 -0.157 -0.151
H 3.626 -0.921 -1.494 -0.116 -0.149 0.206
H -3.412 1.753 -2.271 0.032 0.120 0.038
H 2.363 3.552 3.163 -0.062 -0.095 -0.313
H -0.195 1.024 -2.198 0.590 0.758 0.555
H 0.464 -2.744 -2.291 -0.218 -0.084 0.118
H 2.754 0.262 2.325 -0.224 0.241 0.062
H -3.318 -2.323 -1.026 0.023 0.242 -0.161
H 1.462 -0.259 3.391 0.006 0.302 -0.138
H 1.623 -3.083 1.719 0.313 0.076 -0.346
H -1.891 -1.523 -4.270 0.265 0.302 -0.028
H -0.306 -0.678 -4.104 -0.257 0.046 0.014
H 0.251 2.795 4.379 -0.246 -0.276 -0.201
H -5.192 2.938 0.198 0.040 0.101 -0.071
H -3.322 -2.237 -2.823 -0.139 0.119 0.428
H -3.766 -0.794 -1.846 0.032 -0.241 0.045
H -0.682 1.274 4.070 0.205 0.344 -0.184
H -2.042 2.753 -1.802 -0.005 0.021 0.092
H -3.691 3.459 -1.819 0.204 -0.214 0.014
H 5.311 -4.583 0.042 -0.351 0.253 -0.045
H -1.133 2.783 3.219 0.219 -0.107 0.218
H -1.124 -3.381 -2.852 0.243 -0.055 0.191
H 1.283 4.175 1.841 0.307 -0.272 0.189
H 3.384 -4.830 1.615 0.011 0.220 -0.115
H 2.697 3.167 1.427 -0.146 0.147 0.325
H 5.366 -2.689 -1.558 -0.214 0.050 0.186
H -4.312 2.513 1.666 0.132 -0.012 -0.051
H -0.723 -3.356 -1.100 0.121 0.162 -0.265
H -1.834 0.232 -3.891 0.138 -0.173 -0.096
H 2.506 1.114 3.891 -0.003 -0.196 -0.037
```
Forces are in eV/Å.

Here are the Mulliken charges for atoms 1 to 2, given in e: Pb 0.560; P 0.859

2.
Formula: C15H30N2O12P2
Source: OMol25
Level of theory: ωB97M-V with the def2-TZVPD basis set

Summary:
Multiplicity: 1
SMILES string: O=C(O)[C@H](CCCCCOP(=O)(O)O)OP(=O)(O)O.CNC(=O)[C@@H]1CCCN1C(C)=O
HOMO-LUMO gap, Ha: 0.3548
E_HOMO, eV: -9.45
Lowest unoccupied orbital energy, eV: 0.2071

The geometry in XYZ format:
```
61
Properties=species:S:1:pos:R:3:forces:R:3
P -0.648 3.784 4.401 0.068 3.201 1.345
P -4.549 -1.963 -1.094 -1.336 2.240 -2.152
O -1.864 2.854 4.746 -0.400 -1.012 -0.995
O 0.228 -2.113 -1.455 0.165 0.379 0.038
O 3.330 0.216 -2.961 -0.156 -0.084 0.622
O -3.675 -3.147 -1.661 0.921 -0.264 1.401
O -0.529 4.743 5.505 -0.252 0.746 -0.205
O -3.663 -0.668 -0.677 -0.385 -2.417 0.329
O -0.987 4.487 2.973 1.666 -0.988 0.739
O -5.354 -2.452 0.167 1.114 0.051 1.065
O 1.061 5.925 1.238 -1.151 -0.712 -0.764
O 0.690 2.952 4.415 -0.409 -1.085 -1.406
O -0.531 5.377 -0.268 0.163 -0.485 0.969
O -5.539 -1.645 -2.136 -0.065 0.527 -0.176
N 2.833 -1.145 -1.233 -0.607 -0.835 1.149
N 0.720 -4.191 -0.916 0.217 -1.388 0.332
C -1.078 2.933 1.145 0.536 0.155 -0.356
C 1.057 -2.903 -1.028 -0.293 1.136 -0.411
C 2.981 -2.048 -3.534 -0.057 0.104 0.428
C -2.791 -0.244 -1.730 0.734 1.203 -0.983
C 2.235 -0.695 1.028 0.163 -0.233 -0.379
C -0.225 4.024 1.833 -1.398 -1.071 -1.617
C 2.569 -2.180 0.890 -0.134 0.224 0.067
C 3.050 -0.901 -2.539 0.382 0.521 -1.376
C 2.469 -2.428 -0.621 0.049 -0.439 -0.562
C 0.146 5.195 0.892 1.255 1.176 1.211
C 2.875 -0.098 -0.224 -0.043 0.562 0.206
C -0.964 0.858 -0.346 0.164 0.394 -0.328
C 1.567 -5.295 -0.466 -0.052 0.412 -0.061
C -0.276 2.163 0.085 -0.361 -0.176 0.250
C -2.115 1.078 -1.335 0.083 -0.548 0.419
H 1.866 -5.143 0.573 0.078 -0.149 -0.036
H 3.605 -2.872 -3.199 -0.050 -0.268 -0.029
H -0.136 6.172 -0.658 -0.009 -0.003 -0.079
H -1.321 0.311 0.533 0.032 0.015 -0.025
H 1.011 -6.233 -0.536 0.050 0.218 -0.007
H -0.092 2.791 -0.793 0.035 -0.062 0.083
H -4.379 -3.722 -1.980 0.135 -0.499 -0.546
H 3.196 -3.188 -0.904 0.001 -0.167 -0.126
H -1.968 3.382 0.691 0.094 0.042 0.180
H -5.944 -1.700 0.296 -0.649 -0.113 0.470
H 1.947 -2.369 -3.640 -0.054 -0.201 0.016
H 0.732 3.584 2.130 -0.103 0.297 0.138
H 1.879 -2.801 1.463 0.162 -0.131 -0.016
H -2.034 -1.004 -1.949 -0.064 0.002 0.240
H 1.154 -0.562 1.001 -0.032 0.099 0.084
H 2.652 -0.265 1.940 -0.171 0.031 -0.042
H -0.213 0.238 -0.840 -0.095 -0.174 0.027
H 0.815 2.897 5.371 0.621 -0.085 0.240
H -3.367 -0.076 -2.647 -0.164 -0.139 0.210
H -1.715 1.551 -2.237 -0.097 -0.077 0.011
H 3.595 -2.354 1.218 -0.064 -0.144 0.036
H -0.229 -4.400 -1.192 0.126 0.156 0.033
H 0.697 1.904 0.513 0.064 0.061 0.012
H 2.455 -5.370 -1.096 0.005 -0.122 0.098
H -1.419 2.223 1.904 0.054 0.106 0.059
H -2.863 1.752 -0.909 -0.064 -0.039 -0.113
H -2.535 3.526 4.919 -0.671 -0.286 0.368
H 3.343 -1.692 -4.497 -0.035 0.054 0.191
H 2.331 0.788 -0.552 0.232 0.025 -0.192
H 3.915 0.160 -0.020 0.050 0.256 -0.084
```
Forces are in eV/Å.

Here are the Mulliken charges for atoms 1 to 2, given in e: P 0.917; P 0.704

3.
Formula: C15H30N5O3
Source: OMol25
Level of theory: ωB97M-V with the def2-TZVPD basis set

Summary:
⟨S²⟩: 0.754
Multiplicity: 2
HOMO-LUMO gap (spin up / spin down), Ha: 0.3226 / 0.3495
E_HOMO (spin up / spin down), eV: -8.51 / -9.31
Lowest unoccupied orbital energy (spin up / spin down), eV: 0.2675 / 0.2027

The geometry in XYZ format:
```
53
Properties=species:S:1:pos:R:3:forces:R:3
O -2.122 1.152 2.567 0.251 -0.522 -1.653
O 2.551 3.105 -0.802 0.178 -0.008 -0.098
O -4.258 0.059 -0.846 2.481 -1.875 -2.095
N 0.757 -3.699 -1.231 1.830 1.749 -0.957
N -1.449 0.598 1.582 1.585 -0.079 2.671
N -3.764 -1.875 -2.041 0.719 0.843 1.818
N 3.608 3.364 -2.786 -0.097 0.427 -0.477
N 4.144 1.615 -1.412 0.200 -0.584 0.306
C 3.379 2.720 -1.613 -0.276 0.242 0.258
C -3.380 -0.590 -1.479 -1.942 1.658 1.780
C 1.733 -1.328 -0.895 -0.899 0.093 0.040
C -0.832 -1.164 3.400 0.113 -0.210 0.922
C 0.624 0.807 0.018 -0.062 -0.916 -0.334
C -1.179 -0.838 1.868 -1.325 -2.863 0.051
C -2.557 -1.648 1.548 0.340 -0.208 -1.105
C -0.708 -0.907 -1.599 -0.217 0.369 0.259
C -0.223 1.376 1.251 0.569 2.878 -1.633
C 0.767 1.634 2.481 -0.883 -0.362 -0.219
C 1.607 -2.761 -1.561 0.010 -0.848 0.051
C -0.049 -1.510 0.952 0.471 0.870 0.613
C -0.746 2.847 0.791 0.780 -0.103 0.587
C 0.312 -0.712 -0.388 0.950 -0.803 0.348
C -1.950 0.095 -1.644 -0.415 -0.494 -1.240
H -1.957 0.566 -2.695 -0.150 -0.634 1.486
H 4.003 1.111 -0.552 0.065 0.085 -0.125
H -0.954 3.440 1.741 0.031 -0.655 -1.384
H -0.336 -2.596 0.804 0.448 1.393 -0.094
H 0.957 -4.492 -1.865 -0.293 0.342 0.528
H 4.829 1.283 -2.064 -0.042 0.051 0.041
H -2.747 -2.485 2.297 0.191 1.288 -0.885
H -2.415 -2.176 0.534 -0.306 0.768 1.415
H -4.602 -2.152 -1.495 0.480 0.418 -0.723
H -1.678 2.798 0.147 1.136 0.000 0.816
H -1.114 -1.965 -1.544 0.773 1.232 -0.232
H 2.350 -3.009 -2.407 -0.874 0.726 1.217
H 4.284 3.064 -3.465 -0.042 0.008 0.067
H 2.188 -0.583 -1.638 -0.573 -1.181 0.843
H 2.406 -1.339 0.027 -0.655 -0.289 -1.294
H 0.169 2.130 3.327 1.011 -0.860 -1.148
H -1.919 0.960 -0.918 -0.070 -1.299 -0.721
H -3.073 -2.613 -1.847 -0.079 0.565 -0.508
H 1.191 0.629 2.798 -0.268 1.377 -0.142
H 1.726 0.867 0.330 -1.589 -0.050 -0.509
H -0.108 -0.785 -2.570 -0.908 -0.284 1.339
H 0.515 1.448 -0.924 0.111 -0.733 1.453
H -3.448 -0.958 1.411 1.109 -0.836 0.573
H 0.010 -1.941 3.478 -1.150 1.066 -0.325
H 3.061 4.187 -2.972 0.093 -0.125 0.029
H 0.111 3.357 0.222 -1.296 -0.721 0.817
H 0.914 -1.521 1.585 -1.267 0.072 -0.989
H -0.500 -0.271 4.014 -0.439 -0.941 -0.947
H 1.586 2.333 2.118 -0.994 -0.928 0.484
H -1.717 -1.630 3.964 1.186 0.888 -0.976
```
Forces are in eV/Å.

Here are the Mulliken charges for atoms 1 to 2, given in e: O -0.626; O -0.597

4.
Formula: C15H30N6O3Ru
Source: OMol25
Level of theory: ωB97M-V with the def2-TZVPD basis set

Summary:
⟨S²⟩: 0.821
Multiplicity: 2
Energy relative to the best compared isomer or geometry (same formula, charge and spin), kcal/mol: 31.3
Net charge: +1
HOMO-LUMO gap (spin up / spin down), Ha: 0.1975 / 0.2116
E_HOMO (spin up / spin down), eV: -10.35 / -10.34
Lowest unoccupied orbital energy (spin up / spin down), eV: -4.9715 / -4.5835

The geometry in XYZ format:
```
55
Properties=species:S:1:pos:R:3:forces:R:3
Ru -0.587 1.103 0.205 -0.660 0.935 -0.599
O -2.928 2.526 -2.794 -0.558 -0.446 2.025
O 0.145 -0.129 2.111 -0.357 0.818 -1.309
O -1.612 2.629 -1.055 -0.700 -2.185 3.791
N -1.887 2.809 -2.279 2.280 1.568 -4.468
N -1.507 2.310 2.015 0.370 -0.602 -0.456
N 1.132 -2.788 -2.295 -0.286 0.113 -0.427
N 1.567 2.027 -0.175 -0.945 -1.101 0.133
N -0.405 -2.204 1.341 -0.078 0.255 0.044
N 0.595 -1.909 3.399 0.068 0.194 0.078
C -0.790 -0.850 -3.383 -0.273 -0.136 0.081
C -2.985 -0.211 -2.638 -0.008 -0.439 0.154
C -2.527 -0.183 -1.331 -0.164 -0.442 0.451
C 0.637 4.089 0.819 -0.069 -0.016 0.134
C 0.761 -3.323 3.671 -0.144 -0.136 -0.191
C -2.102 -0.520 -3.663 0.130 -0.052 -0.064
C 1.069 -1.421 -1.821 0.050 0.004 0.092
C 0.103 -1.379 2.267 0.074 -0.308 0.111
C -0.495 2.988 2.847 0.250 0.314 0.284
C 1.841 3.140 0.760 -0.207 0.300 0.275
C 2.434 -3.271 -2.690 0.029 0.098 0.221
C 0.017 4.273 2.204 0.017 -0.229 -0.119
C -1.191 -0.489 -1.040 0.558 1.676 -0.489
C -0.323 -0.865 -2.070 0.419 -0.120 0.449
C 0.350 -3.736 -1.540 0.179 0.094 0.002
H -0.523 -3.188 1.503 0.008 0.011 -0.015
H 0.317 2.275 3.006 -0.080 0.031 0.060
H 2.731 3.690 0.444 0.009 -0.201 -0.003
H 2.881 -2.579 -3.403 0.039 -0.021 -0.019
H 1.316 -1.335 -0.746 0.087 0.074 -0.055
H -0.819 -1.765 0.520 0.098 -0.272 0.126
H 0.803 -3.974 -0.563 -0.012 -0.025 0.032
H 1.801 -0.845 -2.392 0.027 0.010 0.071
H 1.342 -3.807 2.884 0.044 -0.002 0.037
H -4.017 0.011 -2.864 -0.031 0.055 0.091
H -3.227 0.030 -0.526 0.039 0.283 -0.063
H 1.559 2.382 -1.129 -0.126 -0.124 0.008
H 0.960 -1.244 4.059 0.013 0.046 -0.065
H -2.242 2.961 1.749 -0.014 -0.120 -0.155
H -0.812 4.979 2.103 0.044 0.032 0.105
H 0.917 5.074 0.448 -0.039 -0.048 -0.126
H 2.298 1.325 -0.110 -0.026 -0.007 -0.085
H -0.649 -3.330 -1.379 -0.064 -0.091 0.013
H 2.316 -4.239 -3.177 0.061 0.004 -0.014
H -0.910 3.251 3.827 0.003 -0.149 -0.064
H -0.202 -3.831 3.760 0.005 0.013 0.059
H -0.115 -1.131 -4.180 0.033 -0.075 0.014
H -0.136 3.701 0.152 0.044 0.266 -0.166
H 1.294 -3.437 4.610 -0.017 0.001 -0.010
H 3.128 -3.394 -1.843 0.037 -0.033 0.011
H -2.443 -0.521 -4.688 -0.042 0.071 -0.041
H 0.745 4.721 2.884 -0.050 0.030 0.054
H 0.258 -4.661 -2.108 -0.035 -0.013 0.039
H -1.923 1.553 2.552 -0.084 0.138 0.037
H 2.043 2.708 1.741 0.055 -0.045 -0.082
```
Forces are in eV/Å.

Here are the Mulliken charges for atoms 1 to 2, given in e: Ru 0.580; O -0.327